1.
C2H3IP2 | ωB97M-V/def2-TZVPD

```
8
Properties=species:S:1:pos:R:3:forces:R:3
P 1.41540 -0.99113 0.12225 -0.6 -1.2 2.0
P 0.86221 1.12932 0.03939 -1.6 0.5 -1.7
C -0.94477 0.75805 0.01593 3.8 0.8 -0.2
C -2.06631 0.38784 0.01456 -3.5 -1.2 -0.2
I -3.97314 -0.31958 -0.10824 0.9 0.4 0.1
H 2.71908 -1.04290 -0.27876 1.6 0.7 0.3
H 1.26713 -1.39630 -1.16564 -1.2 0.1 -1.4
H 0.72039 1.47470 1.36052 0.5 -0.2 1.1
```
Positions in Å, forces in eV/Å.

Computed properties:
E (eV): -28797.4554
Energy relative to the best compared isomer or geometry (same formula, charge and spin) (kJ/mol): 16.4
E_HOMO (eV): -8.71
HOMO-LUMO gap (eV): 8.99
LUMO energy (Eh): 0.0101
Structure (SMILES): [PH2]#[PH]C#CI

2.
C46H116N8O10 | ωB97M-V/def2-TZVPD

```
180
Properties=species:S:1:pos:R:3:forces:R:3
C 3.43411 6.07038 -2.61503 -0.7 -0.8 0.4
C 3.35866 4.66622 -3.26874 1.7 1.2 -0.2
C 3.42224 4.87992 -4.79392 1.1 -0.9 -0.4
C 4.64506 3.88519 -2.76327 -0.4 0.9 -1.5
C 4.58104 2.42449 -3.10560 0.1 0.0 0.2
C 3.30546 1.80678 -2.53296 1.6 1.1 -0.6
C 2.03403 2.51772 -3.04809 0.0 -0.5 1.0
C 1.77659 2.01553 -4.49235 -0.6 0.3 0.0
C 0.93053 2.10596 -2.03345 -0.6 -1.1 -0.8
N 2.15851 3.98926 -2.87281 0.8 -1.0 1.3
O 1.00462 4.74198 -3.13240 0.1 -0.6 -0.2
H 4.39812 6.55533 -2.76869 -0.1 0.0 -0.5
H 2.57880 6.64859 -2.96464 0.3 0.4 0.0
H 3.33691 5.95878 -1.53512 -0.2 0.0 0.1
H 4.28851 5.49663 -5.03336 -0.3 0.5 0.0
H 3.67847 3.95167 -5.30462 -0.2 -0.2 0.1
H 2.51833 5.23048 -5.29206 0.0 0.4 0.3
H 5.52646 4.27077 -3.27569 -0.1 0.5 -0.4
H 4.89735 4.15402 -1.73751 -0.6 -0.5 0.4
H 4.62223 2.21017 -4.17353 -0.2 0.6 -0.3
H 5.52066 1.97070 -2.79049 -0.2 -0.5 0.6
H 3.41484 1.95440 -1.45856 -0.5 -0.7 0.2
H 3.38869 0.79349 -2.92593 -0.9 -0.4 0.8
H 0.89079 2.53345 -4.86004 -0.1 -0.1 -0.3
H 1.60772 0.94140 -4.56878 -0.4 -0.1 0.6
H 2.57392 2.14454 -5.22427 0.2 0.5 0.4
H 0.95202 1.04280 -1.79403 0.4 -0.4 -0.4
H -0.06597 2.22718 -2.45814 -0.2 0.5 0.1
H 0.98818 2.51508 -1.02479 0.3 0.7 -0.4
H 0.95499 4.82713 -4.08733 -0.3 0.1 -0.5
C -1.98545 -1.07687 -2.54957 0.0 -1.0 -0.9
C -1.34794 -2.07734 -3.55626 0.9 0.0 -0.2
C -0.84123 -1.29547 -4.82000 2.0 0.1 0.6
C -0.17637 -2.78693 -2.72848 0.2 -0.4 -2.0
C 0.38395 -4.05095 -3.44977 -0.7 -1.0 1.5
C -0.77721 -5.05315 -3.55734 -0.6 1.6 -1.1
C -1.86042 -4.46577 -4.53253 0.4 -1.1 2.2
C -1.38461 -4.50537 -5.97386 0.9 1.0 0.0
C -2.98046 -5.50137 -4.39131 -0.7 0.4 -0.3
N -2.30887 -3.12470 -3.97597 2.4 -3.3 3.3
O -3.34180 -2.67195 -4.67430 -1.4 1.6 -1.7
H -1.17236 -0.49140 -2.12037 -0.1 0.1 0.1
H -2.72539 -0.42473 -3.01357 0.0 0.0 0.0
H -2.46634 -1.71118 -1.80494 0.0 0.3 0.3
H -1.55040 -0.75888 -5.45028 -0.2 -0.3 0.1
H -0.06724 -0.56634 -4.58040 -0.6 1.0 1.1
H -0.06765 -1.79510 -5.40315 -0.9 -1.3 -0.7
H 0.70635 -2.15807 -2.61262 -0.3 0.7 0.0
H -0.51373 -3.05564 -1.72744 -0.3 0.0 -0.1
H 0.93192 -3.80148 -4.35839 -0.2 -0.1 -0.1
H 1.04483 -4.57806 -2.76166 0.7 0.5 0.0
H -1.18966 -5.13714 -2.55189 -0.3 0.3 0.1
H -0.63964 -6.10112 -3.82368 0.9 0.2 -0.4
H -0.50873 -3.87138 -6.11175 0.1 0.1 0.1
H -2.11209 -4.10812 -6.68172 -0.3 -0.4 0.0
H -1.03890 -5.50479 -6.23792 -0.4 -0.1 -0.1
H -3.73978 -5.24467 -5.12999 -0.5 -0.2 0.4
H -3.34483 -5.60298 -3.36905 -0.4 0.7 0.0
H -2.66651 -6.52640 -4.58838 0.5 0.1 -0.5
H -2.83143 -2.28877 -5.39144 -1.1 0.7 -1.3
C -6.04713 -0.10738 -2.77253 -0.9 1.1 0.4
O -5.27429 1.05353 -2.37300 -0.7 -1.5 -1.4
C -4.54902 0.91085 -1.20625 0.1 0.8 1.3
C -5.40858 1.22962 0.04024 0.5 1.0 0.3
C -5.86288 2.68443 0.01972 -1.0 -0.2 -1.2
N -4.58813 1.07743 1.25024 0.1 -1.3 0.3
H -6.87367 -0.29987 -2.08850 -0.2 0.3 0.4
H -5.59457 -1.09688 -2.83717 1.1 0.4 -0.3
H -6.52501 0.20770 -3.70013 0.3 -0.3 -0.1
H -3.99856 -0.02851 -1.15417 -0.2 -0.2 0.2
H -3.81340 1.71493 -1.22651 0.4 0.0 -0.1
H -6.31108 0.61955 0.00244 0.2 -0.4 0.5
H -5.00726 3.35856 -0.02005 -0.1 0.1 0.3
H -6.57152 2.89241 0.82139 0.4 0.1 0.4
H -6.47274 2.86357 -0.86575 0.1 0.1 -0.4
H -5.08914 1.25578 2.10890 -0.7 -0.2 -0.1
H -3.86977 1.78613 1.29251 0.5 0.1 -0.6
C 5.89375 1.68111 1.51235 0.1 -0.5 -0.2
O 5.03666 0.52375 1.55393 0.9 1.5 -0.3
C 5.50144 -0.70590 1.00716 -1.2 0.7 -0.3
C 4.21348 -1.48695 0.74175 -0.7 -1.8 0.3
C 3.44158 -1.05406 -0.50664 0.4 0.0 0.3
N 3.27633 -1.51813 1.87847 0.1 0.6 -0.1
H 5.37661 2.53356 1.95281 -0.3 -0.2 0.0
H 6.19823 1.95261 0.50156 -0.3 -0.1 -0.3
H 6.83203 1.57876 2.05755 0.0 -0.5 0.3
H 5.97170 -0.52590 0.04043 0.5 -0.1 0.0
H 6.16125 -1.20130 1.71941 0.1 -0.1 -0.1
H 4.48401 -2.54027 0.66811 0.5 -0.1 -0.6
H 3.93039 -1.43285 -1.40424 0.3 0.7 -0.2
H 3.29614 0.01948 -0.38641 0.2 0.1 -0.7
H 2.43584 -1.46468 -0.59597 0.0 -0.3 0.6
H 3.63786 -0.90803 2.59762 0.0 -0.4 0.5
H 2.46860 -1.00373 1.55741 -0.2 0.0 0.1
C -2.46727 3.65993 2.66943 1.0 -0.5 0.1
O -2.34406 3.12190 1.35885 0.2 -0.4 -0.9
C -1.09221 3.22361 0.59567 -0.7 2.1 -0.3
C -1.02674 4.64916 -0.09625 0.3 0.7 1.9
C -1.81840 4.90287 -1.36967 -0.9 -0.3 0.5
N 0.30590 5.18934 -0.26766 1.4 -0.7 -1.4
H -2.39441 4.74328 2.76502 -0.1 0.1 -0.4
H -1.71706 3.22634 3.33071 0.4 0.0 0.0
H -3.39637 3.32587 3.13126 -0.3 0.1 -0.6
H -0.22059 3.08158 1.23457 0.0 0.2 0.3
H -0.97615 2.47686 -0.18982 -0.9 -0.4 0.4
H -1.27064 5.36524 0.68850 -1.8 -0.3 0.2
H -1.49345 4.30204 -2.21908 0.0 -0.3 0.2
H -1.80358 5.93725 -1.71312 0.5 0.1 0.3
H -2.87115 4.73391 -1.14322 -0.1 -0.4 -0.3
H 1.01060 4.60375 0.15729 0.2 -0.1 0.4
H 0.48520 5.06062 -1.25325 0.6 0.3 -0.2
C 3.04630 4.27238 6.79632 0.5 -0.3 0.8
O 3.94115 3.14313 6.62357 -1.3 1.2 0.1
C 3.92322 2.67819 5.26966 0.7 0.0 0.6
C 4.37249 1.18092 5.26465 1.1 0.1 -0.1
C 5.89314 0.99001 5.41713 0.4 0.1 1.2
N 4.02299 0.40716 4.10408 -0.8 0.5 -0.1
H 3.21511 4.74665 7.76310 0.5 -0.3 0.1
H 1.99222 4.00260 6.86137 -0.1 -0.5 -0.5
H 3.14809 5.08158 6.07318 0.3 -0.2 -0.5
H 2.95396 2.90177 4.82397 -0.3 -0.7 0.0
H 4.61294 3.33509 4.73970 0.4 -0.2 -0.5
H 3.87714 0.64056 6.07133 0.1 0.6 0.6
H 6.54772 1.25151 4.58572 -0.6 0.3 -0.5
H 6.12978 -0.05332 5.62582 -0.3 -0.2 -0.1
H 6.30889 1.53462 6.26488 -0.2 0.2 0.2
H 4.64298 0.58257 3.32629 -0.1 0.2 -0.1
H 3.10139 0.72806 3.84376 -0.4 -0.3 -0.5
C -5.04381 -3.71975 -1.30698 0.5 -0.5 0.8
O -5.15529 -3.81521 0.14490 -0.6 0.1 -1.1
C -4.43608 -2.81345 0.88656 -0.3 -1.5 -0.7
C -4.98632 -2.62966 2.29654 -0.6 1.2 -1.6
C -6.40682 -1.99125 2.23209 0.2 -0.6 -0.1
N -3.99456 -1.65264 2.84442 -1.0 -1.2 0.6
H -4.01181 -3.51641 -1.59288 0.0 0.6 -0.1
H -5.77558 -3.07412 -1.79254 0.1 0.7 0.5
H -5.22951 -4.66159 -1.82324 -0.2 -0.6 0.8
H -3.41793 -3.18772 0.99340 0.4 0.3 -0.1
H -4.46074 -1.87309 0.33591 0.1 0.3 0.1
H -5.05139 -3.60572 2.77733 0.5 0.2 0.4
H -6.70060 -1.66704 3.23043 0.0 0.4 0.0
H -7.22089 -2.62603 1.88218 0.3 -0.6 0.1
H -6.42270 -1.19033 1.49292 0.3 0.5 0.4
H -4.12162 -0.84310 2.25400 0.3 0.5 -0.4
H -4.39318 -1.34103 3.71855 0.2 0.1 0.5
C -1.36025 -3.88360 3.22392 1.0 -0.9 0.0
O -0.33832 -4.70031 3.79208 0.6 -0.5 1.1
C 0.82642 -4.94147 2.99839 -1.4 0.0 -0.5
C 0.61828 -5.93718 1.81293 -0.1 -0.1 1.2
C 0.48615 -7.38249 2.29774 -0.8 0.3 0.1
N 1.77087 -5.88087 0.96937 0.7 0.4 -1.2
H -0.89803 -2.97481 2.83851 -0.2 0.1 -0.5
H -2.08579 -3.59807 3.98561 0.2 -0.2 0.0
H -1.82429 -4.52963 2.47866 -0.5 0.7 -0.4
H 1.17045 -3.96986 2.64384 0.2 0.1 -0.4
H 1.64010 -5.36000 3.59073 -0.2 0.0 0.6
H -0.24809 -5.63035 1.22697 -0.1 -0.1 0.0
H 1.36631 -7.60331 2.90160 0.0 -0.3 0.0
H 0.34741 -8.10392 1.49251 0.5 0.2 -0.3
H -0.40889 -7.55501 2.89545 0.1 0.4 0.4
H 2.60006 -6.27787 1.38759 0.0 -0.2 0.3
H 2.00132 -4.91113 0.80622 0.1 0.2 -0.3
C -1.28658 -0.06807 1.29814 -0.4 0.4 -0.3
C 0.16124 -0.40942 1.33140 1.3 0.4 -0.1
O 1.05512 0.71872 1.13966 -0.6 -0.1 -0.5
H -1.47482 0.73183 2.01425 -0.3 -0.1 0.1
H -1.93676 -0.92424 1.47798 0.2 0.0 0.4
H -1.58863 0.30946 0.32123 0.1 0.1 -0.1
H 0.43343 -1.09348 0.52761 -0.1 -0.3 0.2
H 0.49064 -0.78044 2.30193 -0.5 -0.8 0.0
H 1.07361 1.14496 1.99965 0.1 0.4 0.3
C 0.52777 0.27430 5.40537 1.1 -1.3 -0.5
C -0.00105 1.52403 4.79967 -1.0 0.2 0.5
O 0.87298 2.03278 3.80085 0.4 -0.3 -0.3
H -0.11710 -0.32303 6.04992 -0.3 0.9 0.5
H 1.50506 0.45657 5.85237 -0.1 -0.1 0.3
H 0.69196 -0.48439 4.64018 0.3 0.1 -0.5
H -0.11896 2.27035 5.58528 -0.2 0.2 0.0
H -0.97015 1.29473 4.35654 -0.2 0.3 -0.1
H 0.75916 2.98306 3.72603 -0.1 0.1 0.0
```
Positions in Å, forces in eV/Å.

Computed properties:
E (eV): -81969.4667
Energy relative to the best compared isomer or geometry (same formula, charge and spin) (kJ/mol): 149.1
E_HOMO (eV): -8.28
HOMO-LUMO gap (eV): 8.56
LUMO energy (Eh): 0.0104
Structure (SMILES): CC1(C)CCCC(C)(C)N1O.CC1(C)CCCC(C)(C)N1O.COC[C@H](C)N.COC[C@H](C)N.COC[C@H](C)N.COC[C@H](C)N.COC[C@H](C)N.COC[C@H](C)N.CCO.CCO

3.
CF4N2O | ωB97M-V/def2-TZVPD

```
8
Properties=species:S:1:pos:R:3:forces:R:3
N -0.77273 -2.16888 -1.85530 -1.1 0.2 -1.3
N -0.08619 -2.09243 -0.99271 -0.4 -0.6 -0.7
O 0.64329 -2.09575 -0.09943 1.6 -0.1 1.9
F 1.26247 2.07376 0.01845 0.3 -1.0 -0.1
C 0.12993 1.53568 0.49225 1.5 -0.6 -0.8
F -0.06644 0.25867 0.17406 0.3 0.4 -1.0
F -0.80159 2.26138 -0.01462 -1.9 0.8 0.0
F 0.19883 1.52463 1.77656 -0.3 0.9 2.0
```
Positions in Å, forces in eV/Å.

Computed properties:
E (eV): -16933.0821
Energy relative to the best compared isomer or geometry (same formula, charge and spin) (kJ/mol): 13.1
E_HOMO (eV): -11.98
HOMO-LUMO gap (eV): 12.88
LUMO energy (Eh): 0.0329
Structure (SMILES): N#[N+][O-].FC(F)(F)F

> What is the formula in the third record?

CF4N2O

> Among the records above, which one has the lowest LUMO energy?

C2H3IP2

> Number 2 is which compound?

C46H116N8O10

> The highest E_HOMO belongs to which entry?

C46H116N8O10